Molecular formula: C24H69NO20
Method: DFT, ωB97M-V/def2-TZVPD

Each line ends with the Mulliken spin population.
Element x y z (Å)
C 2.55371 -1.76232 5.99282  0.01
C 2.38040 -2.71975 4.87727  0.00
O 2.17974 -4.11337 5.25754  0.00
O 2.78104 -0.42370 5.59117  -0.02
H 3.28361 -2.23861 6.64740  0.00
H 1.55904 -1.80176 6.43687  0.00
H 3.17070 -2.65481 4.12940  0.00
H 1.51360 -2.46225 4.26862  0.00
H 2.96694 -4.45025 5.69163  0.00
H 3.69831 -0.31557 5.32940  0.01
C 2.12340 4.17835 -1.04604  0.16
C 3.52178 4.58817 -0.48677  0.03
O 4.28503 5.24302 -1.47901  -0.07
O 1.34783 3.69611 0.01031  -2.09
H 2.20093 3.52428 -1.91454  0.10
H 1.77639 5.12831 -1.45258  0.10
H 4.08363 3.74876 -0.07712  0.08
H 3.32065 5.33052 0.28560  0.06
H 3.71486 5.88468 -1.90888  0.01
H 0.87894 4.37490 0.50121  1.12
C 3.95600 -1.72523 0.72502  0.00
C 3.64648 -1.27742 -0.79535  0.00
O 2.27811 -1.46025 -1.06206  0.03
O 3.49216 -0.72504 1.62281  -0.01
H 5.04557 -1.75355 0.71351  0.00
H 3.57670 -2.72697 0.92692  0.00
H 4.26139 -1.92575 -1.41957  0.00
H 3.95541 -0.23523 -0.87595  0.00
H 1.87677 -0.62282 -0.81870  0.02
H 2.53467 -0.65815 1.60451  0.00
C 1.97753 1.14090 -4.21614  -0.01
C 1.58910 1.03659 -5.69063  0.00
O 1.35803 -0.31751 -6.14365  0.00
O 0.77773 1.15897 -3.47293  0.02
H 2.62128 2.01086 -4.08634  0.00
H 2.50098 0.23198 -3.91956  0.00
H 2.32980 1.64517 -6.20937  0.00
H 0.70126 1.60602 -5.96558  0.00
H 0.73959 -0.73314 -5.53836  0.00
H 0.95088 1.00921 -2.54062  -0.01
C -1.40264 3.67888 -2.74649  -0.15
C -1.82583 5.12498 -2.66717  0.39
O -3.11352 5.37147 -3.18962  -0.09
O -0.42910 3.52472 -3.77606  -0.07
H -2.20827 2.95601 -2.87497  0.00
H -0.85153 3.57669 -1.81164  0.12
H -1.11153 5.77305 -3.17498  -0.07
H -1.89313 5.42750 -1.62216  -0.05
H -3.10419 5.37015 -4.14957  0.01
H 0.01020 2.67500 -3.69482  0.00
C -2.55154 -0.85150 -2.78037  0.00
C -3.86534 -1.28504 -3.44304  0.00
O -4.64950 -0.15479 -3.68620  0.00
O -1.74216 -2.00119 -2.40794  0.00
H -2.63299 -0.28602 -1.85210  0.00
H -2.06479 -0.29207 -3.57925  0.00
H -4.52869 -1.90217 -2.83705  0.00
H -3.65867 -1.88565 -4.32885  0.00
H -4.88224 0.26066 -2.85263  0.00
H -2.08609 -2.44135 -1.62719  0.00
C -3.39055 2.53770 0.75281  0.03
C -4.78646 2.94893 1.28699  0.32
O -5.03756 2.33479 2.56737  -0.15
O -3.63128 1.15858 0.47409  0.00
H -2.70029 2.59620 1.59437  -0.32
H -3.04140 3.12412 -0.09707  0.43
H -5.54803 2.75015 0.53294  -0.01
H -4.76118 4.03484 1.37790  -0.14
H -5.61555 2.94003 3.03770  0.07
H -4.20077 0.95184 1.21876  -0.02
C -1.06707 2.36369 4.85741  -0.16
C -0.18217 1.10745 5.01481  0.36
O -0.64188 -0.02027 4.38508  -0.16
O -0.56180 3.42267 5.63334  -0.22
H -2.10700 2.08633 5.02981  0.15
H -1.04290 2.70940 3.82397  0.23
H 0.00558 0.99606 6.08272  0.01
H 0.73626 1.34177 4.47660  0.03
H -1.27584 -0.41482 4.98843  0.03
H -1.18026 4.14253 5.48874  0.02
C 0.00314 0.70476 -0.26752  0.71
C -0.01319 0.86509 1.28588  -1.29
O 0.77274 -0.17704 1.92256  0.33
O 1.33181 1.07528 -0.61753  1.35
H -0.84200 1.19436 -0.75138  0.06
H -0.19396 -0.34174 -0.50011  0.00
H -0.98854 0.82201 1.77059  0.02
H 0.37585 1.81930 1.64116  -0.35
H 0.41142 -0.28920 2.80487  0.02
H 1.45686 1.98876 -0.35012  -0.03
C 2.71432 -6.26478 -3.01093  0.00
O 2.21574 -6.28163 -1.64668  0.00
C 0.97359 -5.58662 -1.50307  0.00
C 0.89125 -5.19427 -0.02147  0.00
N -0.42638 -4.59347 0.29105  0.00
C -0.40748 -3.12841 0.34091  0.00
C -1.74456 -2.73102 1.02484  -0.03
O -2.82786 -2.86706 0.11016  0.00
C -4.03246 -2.45148 0.62300  0.02
H 3.76351 -6.55896 -2.98315  0.00
H 2.66931 -5.29061 -3.49782  0.00
H 2.22621 -6.99834 -3.65261  0.00
H 0.13845 -6.25184 -1.72245  0.00
H 0.96059 -4.66821 -2.08997  0.00
H 1.77387 -4.60936 0.23730  0.00
H 1.07765 -6.07407 0.59441  0.00
H -0.60771 -4.96816 1.21129  0.00
H -0.27093 -2.74168 -0.66899  0.00
H 0.37819 -2.63759 0.91528  0.00
H -1.61121 -1.70467 1.36678  0.01
H -2.00253 -3.19929 1.97472  0.00
H -4.04940 -1.36209 0.65531  0.00
H -4.16233 -2.88389 1.61510  0.00
H -4.84277 -2.79821 -0.01830  0.00

## Properties
Net charge: -1
HOMO energy (alpha / beta): -0.0008 / -0.2580 hartree
2S+1: 2